(1)
Entry from the OMol25 dataset: a structure of composition C31H16F5N5O2RuS (ωB97M-V/def2-TZVPD).

Calculated values
frontier orbital gap (spin up / spin down) = 6.5 / 6.6 eV
DFT total energy = -2607.80325 Eh
energy above the lowest of the compared OMol25 structures with the same formula, charge and spin = 0.2 kcal per mole
expectation value of S² = 0.756
LUMO (spin up / spin down) = 0.06472 / 0.06568 Eh

```
! RIJCOSX wB97M-V def2-TZVPD def2/J DEFGRID3
* xyz -1 2
N -1.1526 -0.9788 -0.8370
C 1.6576 -1.0780 0.0585
H -2.0929 3.3407 -0.3038
C -0.4660 -2.0342 -0.3099
C 2.9307 -1.4189 0.5433
C -5.0100 2.5165 -1.7674
H -4.2787 4.3359 -0.8435
C -2.8580 2.7555 -0.7885
O -0.7573 0.9241 1.2078
N -3.3528 -0.6914 -1.7380
C 2.5374 0.8517 -0.8538
C -4.6918 1.2044 -2.0113
C 2.4974 3.8532 0.7494
Ru -0.4667 0.9077 -0.8446
H -0.1930 -4.8436 0.4487
H 4.9886 -0.8638 0.6872
F -1.2626 3.0301 -3.2165
H 2.0965 1.4424 3.6923
F 0.1645 0.8514 -7.0963
H 2.3290 1.7491 -1.4170
C 2.2427 2.1200 2.8617
H 2.5889 4.5272 -0.0942
C -0.2533 0.8965 -2.9241
F 1.0305 -1.2543 -5.6073
H -5.9711 2.9160 -2.0657
N -2.5059 1.4898 -1.0827
C -2.1069 -5.4730 -0.3547
H 4.3151 4.5061 1.6677
C 1.2515 2.1212 1.8777
H 3.0152 -2.3564 1.0724
C 4.0078 -0.6032 0.3102
C 3.4662 3.8353 1.7344
C 0.4673 -0.1964 -4.9991
N 1.4545 0.1078 -0.5521
C 3.8133 0.5447 -0.4518
C -2.4756 -2.8516 -1.0790
C -0.6788 1.9330 -3.7457
S 0.3096 3.0982 -0.6116
H -4.3819 -3.4281 -1.8743
C -2.3738 -1.3856 -1.2775
H -1.9819 -6.5121 -0.0762
F 0.7773 -1.2532 -2.9711
C -1.3150 -3.2442 -0.4326
H -5.3851 0.5151 -2.4704
C 1.3918 2.9920 0.7843
N 0.7196 -2.0857 0.1755
F -0.9843 2.9895 -5.8512
C -1.1046 -4.5552 -0.0573
C -0.5512 1.9465 -5.1242
C 0.0706 1.1906 2.1532
C -3.4474 0.6849 -1.6173
C 0.3205 -0.1580 -3.6217
H 4.6247 1.2116 -0.7053
C -4.0785 3.3058 -1.1009
H 4.1040 2.9110 3.5724
C 3.3483 2.9483 2.7973
C -3.4784 -3.7525 -1.3752
C 0.0290 0.8667 -5.7613
O -0.0547 0.7677 3.2976
H -4.0346 -5.8184 -1.2249
C -3.2747 -5.0784 -1.0067
*
```

---

(2)
Entry from the OMol25 dataset: a cluster of 2 separate species, C4H11N3O2 in total (ωB97M-V/def2-TZVPD).

Calculated values
frontier orbital gap = 10.0 eV
DFT total energy = -473.77565 Eh
energy above the lowest of the compared OMol25 structures with the same formula, charge and spin = 17.0 kcal per mole
LUMO = 0.02559 Eh
structure (SMILES) = [H]/N=C(\N)NC.CC(=O)O

```
! RIJCOSX wB97M-V def2-TZVPD def2/J DEFGRID3
* xyz 0 1
H 1.5686 0.3757 0.0122
C 1.4718 -0.3252 1.7953
H -1.6016 -1.9076 -1.1593
H 0.8582 -2.3015 1.7106
H -0.0781 -1.1844 -1.7224
O 2.0767 -0.2606 0.5629
H 0.9496 2.1108 -1.5473
O 1.2514 0.6823 2.4124
N -1.6576 2.4032 -1.4640
N -1.5508 0.1525 -1.0840
H 0.9786 -1.6464 3.3291
H 2.4659 -2.1995 2.4264
N 0.4354 1.2922 -1.2586
C -0.8658 -1.1140 -0.9832
C -0.8333 1.3342 -1.1958
H -2.5931 2.2103 -1.7724
C 1.5006 -1.7154 2.3755
H -2.4895 0.1737 -0.7260
H -1.3019 3.2936 -1.7563
H -0.5850 -1.3737 0.0450
*
```

---

(3)
Entry from the OMol25 dataset: a cluster of 2 separate species, C5H16N2O2 in total (ωB97M-V/def2-TZVPD).

Calculated values
frontier orbital gap = 8.8 eV
DFT total energy = -460.02546 Eh
energy above the lowest of the compared OMol25 structures with the same formula, charge and spin = 57.1 kcal per mole
LUMO = 0.01818 Eh
structure (SMILES) = CN[C@H](CN)CCO.O

```
! RIJCOSX wB97M-V def2-TZVPD def2/J DEFGRID3
* xyz 0 1
O -3.5075 0.5592 1.1424
H 1.7852 -2.4536 0.0578
H -1.8280 1.6266 1.5686
C 1.5848 0.6727 1.3879
C 0.1595 -0.4993 -1.7412
H 0.9383 0.7686 2.3176
H 1.2495 1.4453 -0.4085
H 2.2770 -0.2776 -1.6099
H -3.7158 1.4613 0.8223
C -1.5259 0.3475 -0.2489
H -1.6717 -0.0854 1.8809
N 0.6991 0.9590 0.2947
H 1.6086 -0.3535 -3.0989
H 0.1777 -1.0898 0.2795
H -0.6203 -0.0053 -2.3348
H 2.3272 1.4472 1.4502
H 3.0490 -2.5934 0.8520
H -1.6662 1.1519 -0.9546
N 1.4703 -0.0183 -2.1520
C -2.0564 0.6123 1.1295
C -0.0657 -0.1429 -0.2297
H -0.0888 -1.5476 -2.0479
O 2.5728 -1.9535 0.3034
H 1.9807 -0.3217 1.5735
H -2.2764 -0.3590 -0.6342
*
```

---

(4)
Entry from the OMol25 dataset: a cluster of 2 separate species, C4H8N2O2 in total (ωB97M-V/def2-TZVPD).

Calculated values
frontier orbital gap (spin up / spin down) = 8.9 / 8.9 eV
DFT total energy = -417.11640 Eh
energy above the lowest of the compared OMol25 structures with the same formula, charge and spin = 87.6 kcal per mole
LUMO (spin up / spin down) = 0.01882 / 0.01882 Eh

```
! RIJCOSX wB97M-V def2-TZVPD def2/J DEFGRID3
* xyz 0 1
H -0.1617 -1.9739 1.2964
N 0.6638 0.5995 0.9077
H 0.8454 1.5464 1.2285
H -0.0726 2.2919 -1.1040
C 2.2459 -0.0045 -0.1624
C -0.9423 -0.7193 -0.1280
C -0.5977 -2.0761 0.3350
H -1.5840 1.5258 -1.0709
H -1.6554 -0.7624 -0.8335
O 1.7658 -0.6465 -1.0410
H -1.5880 -2.5664 0.2972
O 3.1375 0.4847 0.4121
H -1.1390 2.5006 0.4008
H 0.2455 -2.4012 -0.1970
C -0.7890 1.7478 -0.4623
N -0.3741 0.4534 0.1213
*
```

---

(5)
Entry from the OMol25 dataset: an isolated molecule of C23H27N3O3 (ωB97M-V/def2-TZVPD).

Calculated values
frontier orbital gap = 7.8 eV
DFT total energy = -1282.62189 Eh
energy above the lowest of the compared OMol25 structures with the same formula, charge and spin = 68.7 kcal per mole
LUMO = -0.01379 Eh
structure (SMILES) = CCN(CC)CCN1C(=O)C(=O)/C(=C(/O)c2ccc(C)cc2)[C@H]1c1ccncc1

```
! RIJCOSX wB97M-V def2-TZVPD def2/J DEFGRID3
* xyz 0 1
O 2.2723 1.7430 1.4994
H -5.5237 1.6979 1.0305
H -5.0972 -0.6208 0.8205
C -6.4655 -0.2509 -0.8083
C 2.5570 -0.4495 -0.6132
C 5.4930 1.8832 -0.4001
H 7.0472 -1.0541 0.1797
C -2.8884 0.7143 -0.5924
C -4.7254 2.0068 0.3497
H 8.0219 1.9772 1.0385
C -0.3337 -2.9675 -0.7174
C -0.3549 -4.2782 -0.2652
H -7.0429 0.5001 -0.2765
C 4.9608 -0.8176 -0.1886
H -6.4270 0.0229 -1.8590
H -2.5344 0.6688 1.5510
C 4.1978 1.4321 -0.5461
N -0.7645 0.3059 0.6097
C 0.2603 -3.6683 1.8281
H -2.4256 -0.9304 0.7704
H 3.2720 -1.7958 -1.7695
H -2.6917 0.0618 -1.4497
H -4.4318 3.4787 -1.2004
C -0.1024 1.2213 1.3549
C 7.9300 1.5147 0.0557
C 0.3174 -2.3277 1.4841
C 1.3768 1.1023 0.9951
H 3.4023 2.1266 -0.7607
H -6.0684 2.8311 -1.1289
C 3.9160 0.0726 -0.4338
N -4.3128 0.8768 -0.4724
C 0.0148 -1.9649 0.1764
H -3.8932 2.3663 0.9647
H 8.1667 2.2711 -0.6898
H -6.9719 -1.2080 -0.7104
H -4.5240 -1.1545 -0.7720
C 6.5373 1.0024 -0.1328
C -5.0492 -0.3512 -0.2486
O 2.4114 -1.5272 -1.4180
H -2.4542 1.6947 -0.8047
O -0.6127 1.9857 2.1443
H -0.5731 -2.7336 -1.7434
H 0.5913 -1.5788 2.2124
H -0.6176 -5.0917 -0.9287
C 0.0716 -0.5118 -0.2390
H 8.6572 0.7095 -0.0121
C 6.2521 -0.3533 -0.0298
C -2.1900 0.1332 0.6622
H 0.4885 -3.9954 2.8338
C 1.4515 0.0658 -0.0248
H 4.7567 -1.8752 -0.0790
N -0.0661 -4.6254 0.9760
C -5.2220 3.1534 -0.5291
H 5.7012 2.9389 -0.4902
H -5.5250 3.9959 0.0875
H -0.2357 -0.4229 -1.2901
*
```

---

(6)
Entry from the OMol25 dataset: a structure of composition C7H20AlNOP (ωB97M-V/def2-TZVPD).

Calculated values
frontier orbital gap = 5.8 eV
DFT total energy = -992.49964 Eh
LUMO = 0.10734 Eh

```
! RIJCOSX wB97M-V def2-TZVPD def2/J DEFGRID3
* xyz -1 1
H -0.4361 -3.5968 0.8052
H -1.1995 0.7664 0.1312
C -0.8804 -4.2358 0.0446
C 2.1100 4.8534 1.7616
H -4.5637 -1.9830 0.0490
O 2.7452 1.3639 1.0796
H 0.3954 -1.1774 1.1676
C -3.6280 -1.4766 -0.2124
H 2.7195 5.3608 2.5147
H 1.1267 0.1727 -1.0269
N 2.2552 3.4204 1.8439
P -1.1646 -1.9594 -1.6852
H -3.8601 -0.4227 -0.3466
H -3.4305 -1.5538 -2.3505
C -3.0159 -2.0784 -1.4879
H -3.3407 -3.1165 -1.5910
H 3.3879 2.3286 -1.1025
H 2.4265 5.2003 0.7829
H -0.9926 -4.3656 -2.1019
H -2.9549 -1.5753 0.6367
H 2.2453 3.6658 -0.9181
H 3.9175 3.8557 -0.3548
C 3.0902 3.1505 -0.4599
C -0.5934 -3.6795 -1.3491
H 1.0701 5.1565 1.9068
C 2.6989 2.5537 0.8759
H 0.4870 -3.6553 -1.5147
H -0.5239 -5.2642 0.1575
H 1.9843 2.9568 2.6961
Al -0.1171 -0.4136 -0.1776
H -1.9583 -4.2515 0.2261
*
```